Entry 1:
{
  "formula": "C2H2INO2S",
  "method": "ωB97M-V/def2-TZVPD",
  "symbols": ["C", "C", "N", "O", "O", "S", "I", "H", "H"],
  "coordinates": [[0.22626, -1.49550, 0.55602], [0.18258, -0.08919, 0.70636], [0.26624, -2.64418, 0.45935], [-1.71239, 1.11588, -0.75326], [-0.05747, -0.46199, -1.83988], [-0.40271, 0.53684, -0.86049], [0.95658, 2.52339, -1.10543], [1.11484, 0.29527, 0.81487], [-0.57392, 0.21948, 2.02246]],
  "mulliken_charge": [0.1923, -0.3407, -0.3497, -0.5175, -0.5098, 0.8239, 0.0491, 0.3058, 0.3467],
  "total_charge": 0,
  "lumo_ev": -1.45,
  "energy_ev": -26623.8842,
  "orbital_gap_ev": 9.2
}


Entry 2:
{
  "formula": "C25H45CeCl2O4P",
  "method": "ωB97M-V/def2-TZVPD",
  "symbols": ["Ce", "P", "Cl", "C", "H", "H", "C", "C", "C", "H", "C", "H", "H", "C", "H", "H", "C", "H", "H", "C", "H", "H", "H", "H", "C", "C", "H", "C", "H", "H", "C", "H", "H", "C", "H", "H", "C", "H", "H", "H", "H", "C", "H", "C", "H", "H", "C", "H", "H", "C", "H", "H", "C", "H", "H", "H", "H", "C", "C", "H", "C", "H", "C", "H", "H", "C", "H", "H", "C", "H", "H", "H", "H", "O", "Cl", "O", "O", "O"],
  "coordinates": [[1.64717, -2.32985, 0.39784], [0.27143, 0.24730, -0.55778], [3.13094, -2.10259, -1.68383], [1.83580, -0.48614, 1.66298], [1.38952, 0.31300, 2.25886], [2.93298, -0.27768, 1.56674], [-0.37043, -0.70720, -2.06700], [1.77974, 1.20212, -1.12515], [-1.20617, 0.09830, -3.07204], [0.55321, -1.04882, -2.57278], [-1.51052, -0.74482, -4.31843], [-2.15432, 0.39345, -2.60012], [-0.69410, 1.01875, -3.38590], [-2.17751, -2.08432, -3.97399], [-2.15464, -0.17153, -4.99864], [-0.56736, -0.93140, -4.85109], [-1.48523, -2.83429, -2.82936], [-3.22495, -1.89744, -3.70280], [-2.19761, -2.71801, -4.86802], [-1.16646, -1.94362, -1.61527], [-2.11196, -3.67966, -2.52159], [-0.54253, -3.25650, -3.20160], [-2.10689, -1.60620, -1.15248], [-0.64733, -2.55457, -0.84262], [-0.99721, 1.55949, -0.14318], [2.11075, 2.29942, -0.10516], [2.57064, 0.43262, -1.06603], [3.46661, 2.94578, -0.41807], [1.32275, 3.06888, -0.11488], [2.12824, 1.86129, 0.89972], [3.60463, 3.38583, -1.87970], [3.61263, 3.80902, 0.24186], [4.26028, 2.22335, -0.18314], [3.15259, 2.32559, -2.89335], [3.02369, 4.30499, -2.03506], [4.65128, 3.64355, -2.07916], [1.78201, 1.71960, -2.56890], [3.12959, 2.75946, -3.90058], [3.88695, 1.50825, -2.90870], [0.99569, 2.47683, -2.70509], [1.57144, 0.90080, -3.27140], [-2.36051, 0.93349, 0.18238], [-0.60071, 1.99718, 0.79204], [-3.33130, 1.97404, 0.76968], [-2.80043, 0.50013, -0.72800], [-2.23815, 0.10956, 0.89867], [-3.46539, 3.23739, -0.09028], [-4.31853, 1.51107, 0.90087], [-2.97248, 2.25589, 1.77005], [-2.11524, 3.80007, -0.56347], [-4.08860, 3.01210, -0.96707], [-3.99480, 4.01099, 0.48063], [-1.18242, 2.72504, -1.13499], [-2.28122, 4.57914, -1.32120], [-1.61074, 4.28200, 0.28670], [-1.60998, 2.34863, -2.07315], [-0.22405, 3.19096, -1.39043], [-0.94724, -1.66540, 2.41912], [-0.60535, -0.53977, 3.14060], [-1.10938, -1.66350, 1.32201], [0.07718, -0.64473, 4.46962], [-0.71421, 0.46652, 2.70637], [0.34528, -2.10134, 4.89908], [1.03319, -0.10306, 4.48158], [-0.56888, -0.16867, 5.22830], [-0.85590, -2.99794, 4.57740], [1.24164, -2.48628, 4.39003], [0.57557, -2.15854, 5.97139], [-1.24851, -2.97562, 3.08373], [-0.66973, -4.02573, 4.91760], [-1.71683, -2.61421, 5.14705], [-0.79306, -3.83526, 2.55796], [-2.33300, -3.18663, 3.02329], [3.78219, -5.42519, 2.33842], [2.83230, -4.62221, 3.05605], [1.77702, -5.39351, 3.66315], [3.43932, -3.71556, 3.99910], [2.15767, -3.73406, 1.98065]],
  "mulliken_charge": [1.2965, -0.0154, -0.4893, -0.7585, 0.2162, 0.2546, -0.1982, 0.6808, -0.8249, 0.8892, -1.0194, 0.2158, 0.2524, -0.7715, 0.3917, 0.3830, -0.9626, 0.3132, 0.4123, 0.3420, 0.3928, 0.3683, 0.2399, -0.3200, -0.0278, -0.6075, 0.5015, -0.8833, 0.2401, -0.0432, -0.6963, 0.3988, 0.3382, -0.9259, 0.3082, 0.3674, -0.6749, 0.3969, 0.3689, 0.1635, 0.2554, -0.4986, 0.8095, -0.8880, 0.4101, -0.2877, -0.7449, 0.4105, 0.3421, -1.0301, 0.3285, 0.4071, -0.3407, 0.4072, 0.3772, 0.1267, 0.0573, -0.4174, -0.4715, 1.1489, -0.9380, 0.6394, -0.0926, 0.3492, 0.4141, -0.8489, -0.2797, 0.4594, -0.9471, 0.3699, 0.3780, 0.1072, 0.2635, -0.6316, 1.7985, -0.5833, -0.6026, -0.7708],
  "total_charge": 0,
  "lumo_ev": [-0.24, -0.24],
  "energy_ev": -82098.7511,
  "orbital_gap_ev": [6.7, 6.7]
}


Entry 3:
{
  "formula": "C39H36F9IO11S",
  "method": "ωB97M-V/def2-TZVPD",
  "symbols": ["C", "C", "C", "C", "C", "C", "C", "C", "C", "F", "F", "C", "F", "F", "S", "F", "F", "F", "F", "F", "O", "C", "O", "O", "C", "C", "I", "C", "C", "H", "H", "H", "H", "H", "H", "H", "H", "H", "H", "H", "H", "H", "H", "H", "H", "H", "H", "H", "H", "O", "C", "C", "C", "C", "O", "C", "C", "H", "H", "H", "H", "O", "C", "C", "C", "C", "O", "C", "C", "H", "H", "H", "H", "O", "C", "C", "C", "C", "O", "C", "C", "H", "H", "H", "H", "O", "C", "C", "C", "C", "O", "C", "C", "H", "H", "H", "H"],
  "coordinates": [[3.23530, 7.33425, 1.61990], [3.07755, 6.69360, 0.47669], [3.87990, 5.42295, 0.20624], [3.32025, 4.11060, 0.84549], [2.11386, 4.16474, 1.81372], [2.19909, 3.25927, 3.08605], [1.28340, 1.98998, 3.01102], [-0.19020, 2.47163, 3.17362], [-1.22948, 1.43560, 2.63835], [-0.70162, 0.23120, 2.90604], [-2.34788, 1.63934, 3.37130], [-1.46405, 1.65338, 1.12141], [-1.51911, 2.93639, 0.78534], [-0.39248, 1.18014, 0.49784], [-2.99036, 0.82116, 0.37976], [-3.04613, -0.28321, 1.52373], [-3.98254, 1.80333, 1.13287], [-2.93166, 1.83474, -0.86663], [-2.05638, -0.16993, -0.47261], [-4.25535, 0.12496, -0.29075], [2.80378, 3.34330, -0.30721], [3.02657, 2.01959, 0.00834], [2.47465, 1.13664, -0.48317], [3.98123, 1.89029, 0.99051], [4.52416, 3.21639, 1.13334], [5.49060, 3.53494, 2.30720], [7.34754, 4.44431, 1.69365], [5.87117, 2.23759, 3.10150], [6.64233, 1.19010, 2.24266], [4.17055, 7.21803, 2.18443], [2.46416, 7.97686, 2.05455], [2.38322, 7.13649, -0.24574], [4.93233, 5.63283, 0.45453], [3.85922, 5.25848, -0.88474], [1.83929, 5.17447, 2.14367], [1.24297, 3.80589, 1.23728], [3.21227, 2.97505, 3.39635], [1.78313, 3.84593, 3.92866], [1.46544, 1.41608, 2.09503], [1.52355, 1.42031, 3.92195], [-0.38876, 2.50481, 4.25881], [-0.38143, 3.48609, 2.80033], [5.19349, 3.27643, 0.24905], [4.94385, 4.16164, 3.03025], [6.58583, 2.58783, 3.86833], [5.00200, 1.82392, 3.63201], [7.70702, 1.13082, 2.49970], [6.51420, 1.35934, 1.16287], [6.20399, 0.20238, 2.46903], [-6.67830, -3.40732, -3.59252], [-7.19821, -2.90320, -2.61539], [-8.65106, -3.04830, -2.35680], [-9.21916, -2.49480, -1.28765], [-8.42398, -1.71129, -0.31024], [-8.94319, -1.20844, 0.66494], [-6.97232, -1.56817, -0.57197], [-6.40348, -2.12136, -1.63973], [-9.21634, -3.62351, -3.07964], [-10.27812, -2.58896, -1.08201], [-6.40599, -0.99377, 0.14920], [-5.34549, -2.02606, -1.84437], [-1.65323, -3.31713, -7.73398], [-2.17586, -2.81700, -6.75948], [-3.62842, -2.96356, -6.50301], [-4.20107, -2.41274, -5.43488], [-3.40847, -1.63047, -4.45609], [-3.92890, -1.12895, -3.48045], [-1.95541, -1.48315, -4.71131], [-1.38399, -2.03414, -5.77924], [-4.18998, -3.53875, -7.22819], [-5.25890, -2.50890, -5.23085], [-1.39386, -0.90790, -3.98548], [-0.32492, -1.93860, -5.98274], [14.52061, -0.49429, 2.44649], [13.43008, -0.06459, 2.75661], [12.20880, -0.44982, 2.00826], [11.01276, 0.02411, 2.34823], [10.84967, 0.95573, 3.48997], [9.75794, 1.38599, 3.80039], [12.06969, 1.34119, 4.23828], [13.26602, 0.86754, 3.89875], [12.34701, -1.13124, 1.17842], [10.11036, -0.24506, 1.81359], [11.93093, 2.02267, 5.06803], [14.16809, 1.13676, 4.43333], [-9.86632, -10.42754, -2.11336], [-10.03607, -9.27896, -2.46276], [-11.16464, -8.47274, -1.93667], [-11.35156, -7.21297, -2.32221], [-10.43941, -6.56166, -3.29213], [-10.60896, -5.41124, -3.64212], [-9.31140, -7.36612, -3.81836], [-9.12397, -8.62607, -3.43311], [-11.81968, -8.96484, -1.22898], [-12.16948, -6.60900, -1.95009], [-8.65647, -6.87301, -4.52584], [-8.30581, -9.22936, -3.80540]],
  "mulliken_charge": [-0.7193, -0.5033, -0.5631, 2.8489, -1.1015, -0.6559, -0.4652, -1.2453, 0.7608, -0.2817, -0.3044, 0.6223, -0.3085, -0.3348, 1.5218, -0.3288, -0.2999, -0.3402, -0.2929, -0.2968, -0.5519, 0.0945, -0.4894, -0.5524, -1.1750, -1.1636, 0.1288, -0.4907, -0.7546, 0.2605, 0.2988, 0.3542, 0.1665, 0.3067, 0.2371, 0.2923, -0.0265, 0.6579, 0.2608, 0.3473, 0.3834, 0.5058, 1.1538, 0.5412, 0.5690, 0.2856, -0.0267, 0.3416, 0.3442, -0.5209, 0.1163, -0.4707, -0.4560, 0.2630, -0.5562, -0.2627, 0.0726, 0.6267, 0.4444, 0.4627, 0.2895, -0.5568, 0.3247, -0.4293, -0.1698, 0.4133, -0.4505, -0.3824, -0.4066, 0.4250, 0.3472, 0.4728, 0.4099, -0.5399, 0.3145, -0.3915, -0.2406, 0.4912, -0.4960, -0.4225, -0.3831, 0.4082, 0.4250, 0.4175, 0.3968, -0.5383, 0.3377, -0.3550, -0.3803, 0.4881, -0.5661, -0.3134, -0.3454, 0.4021, 0.4186, 0.4487, 0.4059],
  "total_charge": 0,
  "lumo_ev": -1.71,
  "smiles": "C=CC[C@@]1(CCCCC(F)(F)C(F)(F)S(F)(F)(F)(F)F)OC(=O)O[C@@H]1[C@H](I)CC.O=C1C=CC(=O)C=C1.O=C1C=CC(=O)C=C1.O=C1C=CC(=O)C=C1.O=C1C=CC(=O)C=C1",
  "energy_ev": -106934.8388,
  "orbital_gap_ev": 8.0
}